(1)
This record from OMol25 describes the molecule C4H4O2. The level of theory is the ωB97M-V functional and the def2-TZVPD basis.

Last column: Mulliken charge in e.
Geometry (Å):
O -2.545 0.735 0.253  -0.446
C -2.131 -0.372 0.080  0.215
O -0.806 -0.743 0.122  -0.264
C 0.070 0.275 0.261  -0.022
C 1.397 0.222 -0.011  -0.122
C 2.325 -0.838 -0.073  -0.522
H -2.735 -1.252 -0.157  0.375
H 1.664 1.254 -0.239  0.252
H -0.402 1.225 0.487  0.365
H 3.162 -0.506 -0.724  0.168

Computed properties:
**Largest force on an atom**: 0.75 eV/Å
**ΔE to the lowest compared entry with this formula, charge and spin**: 95.9 kcal/mol
**Kohn-Sham gap (spin up / spin down)**: 7.3 / 7.7 eV
**M**: 84.074 g/mol
**Highest occupied orbital energy (spin up / spin down)**: -8.3366 / -8.8122 eV
**Multiplicity**: 1

(2)
This record from OMol25 describes C25H20N4OS3Y as an isolated structure. The level of theory is the ωB97M-V functional and the def2-TZVPD basis.

Last column: Mulliken charge in e.
Geometry (Å):
Y 0.157 0.037 -0.365  1.057
S 2.719 -0.095 0.022  -0.450
C 2.743 -0.785 1.659  0.678
C 3.934 -1.380 2.072  -0.844
C 4.073 -1.930 3.335  0.526
C 5.332 -2.530 3.710  -0.211
N 6.343 -2.990 4.002  -0.441
C 2.994 -1.900 4.222  0.349
C 1.804 -1.315 3.821  -0.929
C 1.665 -0.748 2.557  0.859
S 0.065 -0.044 2.184  -0.484
C 3.093 -2.469 5.546  -0.226
N 3.145 -2.914 6.603  -0.447
H 4.771 -1.413 1.388  0.529
H 0.968 -1.302 4.507  0.507
O -2.110 -0.435 -0.437  -0.651
S -2.982 0.489 0.452  0.449
C -4.652 -0.031 0.218  0.555
C -5.527 0.206 1.266  -0.310
C -6.862 -0.139 1.099  -0.668
C -7.279 -0.733 -0.083  -0.452
C -6.374 -0.988 -1.111  -0.743
C -5.044 -0.633 -0.969  -0.199
C -3.019 2.040 -0.432  1.003
C -3.177 3.206 0.300  -0.645
C -3.221 4.416 -0.377  -0.570
C -3.103 4.446 -1.761  -0.548
C -2.948 3.265 -2.478  -0.755
C -2.904 2.049 -1.814  -0.509
H -5.178 0.639 2.196  0.446
H -7.566 0.036 1.901  0.411
H -8.317 -1.014 -0.204  0.406
H -6.705 -1.470 -2.021  0.404
H -4.324 -0.840 -1.751  0.339
H -3.258 3.175 1.381  0.432
H -3.341 5.338 0.178  0.461
H -3.138 5.393 -2.283  0.456
H -2.870 3.292 -3.558  0.470
H -2.805 1.122 -2.365  0.470
C 0.572 5.336 1.983  -1.332
C 0.488 4.391 0.833  0.568
C 0.635 4.590 -0.529  -0.985
C 0.505 3.326 -1.112  0.577
N 0.273 2.414 -0.169  0.266
N 0.259 3.081 1.001  0.110
C 0.650 2.919 -2.543  -1.493
H 0.610 6.361 1.620  0.366
H 1.471 5.153 2.573  0.339
H -0.290 5.237 2.643  0.326
H 0.836 5.524 -1.027  0.479
H 0.228 2.537 1.857  0.048
H 0.428 3.747 -3.212  0.365
H -0.046 2.116 -2.807  0.309
H 1.669 2.585 -2.749  0.331

Computed properties:
**Largest force on an atom**: 0.60 eV/Å
**ΔE to the lowest compared entry with this formula, charge and spin**: 2.6 kcal/mol
**Kohn-Sham gap**: 7.1 eV
**M**: 577.569 g/mol
**Highest occupied orbital energy**: -10.7656 eV
**Charge**: +1
**Multiplicity**: 1

(3)
This record from OMol25 describes the molecule C23H26N2O4. The level of theory is the ωB97M-V functional and the def2-TZVPD basis.

Last column: Mulliken charge in e.
Geometry (Å):
O -0.845 -0.209 -1.674  -0.643
C -1.886 0.401 -1.583  0.372
N -1.985 1.663 -1.063  -0.023
C -0.956 2.477 -0.578  0.272
C 0.299 1.967 -0.266  -0.376
C 1.300 2.814 0.194  0.323
C 1.032 4.167 0.382  -0.765
C -0.222 4.670 0.088  -0.696
C -1.212 3.835 -0.395  -0.666
H -2.191 4.231 -0.629  0.392
H -0.432 5.719 0.234  0.393
H 1.816 4.805 0.757  0.473
C 2.672 2.328 0.531  0.603
O 3.368 2.891 1.349  -0.654
N 3.055 1.228 -0.188  -0.123
C 4.247 0.515 -0.134  1.040
C 5.295 0.848 0.724  -0.566
C 6.452 0.097 0.724  -0.853
C 6.586 -0.997 -0.128  0.154
C 5.536 -1.331 -0.984  -0.981
C 4.380 -0.585 -0.987  -0.375
H 3.567 -0.846 -1.650  0.394
H 5.651 -2.182 -1.638  0.416
C 7.808 -1.820 -0.157  0.623
O 7.979 -2.778 -0.873  -0.601
O 8.755 -1.408 0.706  -0.454
H 9.528 -1.989 0.636  0.347
H 7.262 0.355 1.386  0.413
H 5.192 1.694 1.383  0.520
H 2.390 0.878 -0.866  0.073
H 0.457 0.906 -0.365  0.656
H -2.886 2.117 -1.121  0.220
C -3.210 -0.149 -2.082  -0.546
C -3.331 -1.652 -1.819  -1.370
H -4.062 -2.076 -2.511  0.451
H -2.360 -2.102 -2.038  0.454
C -3.742 -2.031 -0.390  0.506
C -2.790 -1.477 0.670  -0.577
C -3.176 -1.993 2.053  -1.019
C -4.612 -1.603 2.388  -0.588
C -5.570 -2.132 1.324  -0.781
C -5.176 -1.614 -0.056  -0.759
H -5.862 -2.008 -0.810  0.300
H -5.263 -0.525 -0.059  0.274
H -6.592 -1.826 1.558  0.366
H -5.541 -3.224 1.323  0.365
H -4.888 -2.000 3.367  0.344
H -4.689 -0.514 2.436  0.296
H -2.495 -1.586 2.804  0.353
H -3.082 -3.082 2.073  0.406
H -1.765 -1.768 0.434  0.471
H -2.834 -0.385 0.676  0.127
H -3.698 -3.125 -0.337  0.424
H -3.222 0.017 -3.164  0.335
H -4.051 0.393 -1.650  0.260

Computed properties:
**Largest force on an atom**: 0.65 eV/Å
**ΔE to the lowest compared entry with this formula, charge and spin**: 0.0 kcal/mol
**Kohn-Sham gap**: 8.9 eV
**M**: 394.471 g/mol
**Highest occupied orbital energy**: -8.6653 eV
**Multiplicity**: 1

(4)
This record from OMol25 describes C54H45AsCl2IrNOP2 as an isolated structure at a distorted geometry. The level of theory is the ωB97M-V functional and the def2-TZVPD basis.

Last column: Mulliken charge in e.
Geometry (Å):
Ir 1.134 -0.252 -0.724  1.682
C 3.873 -1.175 1.598  -0.898
C 4.509 -0.828 0.249  -1.298
P 3.290 -0.744 -1.090  0.705
C 4.095 0.352 -2.294  0.353
C 3.504 1.571 -2.617  -0.067
C 4.145 2.430 -3.499  -0.859
C 5.364 2.076 -4.061  -0.536
C 5.949 0.854 -3.753  -0.798
C 5.317 -0.007 -2.873  -0.460
C 3.337 -2.394 -1.937  0.290
C 2.180 -2.709 -2.807  0.573
C 2.326 -3.884 -3.667  -0.429
C 3.341 -4.778 -3.504  -1.210
C 4.288 -4.522 -2.505  -0.537
C 4.307 -3.331 -1.751  -0.669
C 3.246 0.086 2.176  -1.420
P 1.587 0.495 1.501  0.947
C 1.364 2.207 2.062  0.092
C 2.374 2.963 2.653  -0.804
C 2.081 4.211 3.192  -0.825
C 0.794 4.725 3.113  -0.815
C -0.200 3.998 2.472  -0.134
C 0.091 2.747 1.958  1.227
C 0.559 -0.476 2.652  1.050
C 0.035 -1.709 2.280  -0.024
C -0.652 -2.487 3.204  -0.572
C -0.826 -2.032 4.501  -0.762
C -0.309 -0.799 4.878  -0.799
C 0.384 -0.027 3.961  -0.706
H 4.642 -1.546 2.275  0.546
H 3.127 -1.970 1.497  0.180
H 5.292 -1.542 -0.012  0.831
H 4.983 0.154 0.283  0.583
H 2.549 1.838 -2.177  0.371
H 3.688 3.377 -3.750  0.456
H 5.863 2.756 -4.738  0.435
H 6.895 0.577 -4.198  0.446
H 5.778 -0.961 -2.638  0.381
H 1.379 -3.001 -2.094  0.332
H 1.548 -4.065 -4.400  0.582
H 3.418 -5.663 -4.119  0.472
H 5.055 -5.265 -2.315  0.479
H 5.126 -3.170 -1.064  0.505
H 3.924 0.917 1.977  0.593
H 3.117 0.016 3.257  0.718
H 3.395 2.617 2.710  0.346
H 2.865 4.777 3.676  0.456
H 0.568 5.688 3.550  0.414
H -1.202 4.403 2.370  0.518
H -0.680 2.169 1.488  -1.309
H 0.180 -2.070 1.267  0.007
H -1.054 -3.449 2.913  0.427
H -1.358 -2.639 5.222  0.417
H -0.439 -0.441 5.891  0.498
H 0.789 0.930 4.267  0.412
Cl -4.184 0.035 -1.016  -0.117
C -2.983 -0.388 -2.149  0.324
C -3.374 -0.738 -3.385  -0.553
C -2.456 -1.123 -4.445  0.905
Cl -3.164 -1.495 -5.959  -0.197
C -1.132 -1.187 -4.250  -0.187
C -0.152 -1.546 -5.257  -1.316
C 1.121 -1.650 -4.915  -1.346
C 1.592 -1.412 -3.515  1.082
N 0.603 -0.843 -2.573  -0.535
C -0.642 -0.826 -2.928  0.581
C -1.542 -0.398 -1.836  -0.251
O -1.019 -0.111 -0.749  0.131
H -4.433 -0.730 -3.605  0.590
H -0.478 -1.704 -6.275  0.464
H 1.886 -1.882 -5.646  0.613
H 2.420 -0.704 -3.575  -0.487
C -4.938 2.270 6.471  -0.516
C -4.566 0.949 6.258  -0.781
C -4.031 0.565 5.039  -0.452
C -3.886 1.486 4.001  -0.006
C -4.250 2.809 4.227  -0.274
C -4.777 3.198 5.454  -0.741
As -3.171 0.827 2.303  1.538
C -4.366 -0.704 2.095  -0.269
C -5.716 -0.685 2.439  -0.396
C -6.510 -1.807 2.242  -0.847
C -5.954 -2.965 1.716  -0.630
C -4.605 -2.997 1.389  -0.933
C -3.818 -1.870 1.577  0.372
C -3.813 2.239 1.102  -0.027
C -5.151 2.635 1.060  -0.207
C -5.565 3.663 0.228  -0.902
C -4.642 4.311 -0.583  -0.634
C -3.314 3.919 -0.560  -1.189
C -2.901 2.891 0.280  0.140
H -5.348 2.573 7.424  0.395
H -4.697 0.216 7.043  0.431
H -3.732 -0.467 4.889  0.440
H -4.151 3.546 3.439  0.352
H -5.071 4.227 5.611  0.426
H -6.154 0.209 2.867  0.311
H -7.559 -1.780 2.505  0.442
H -6.572 -3.840 1.564  0.407
H -4.169 -3.905 0.990  0.449
H -2.772 -1.882 1.310  0.568
H -5.881 2.128 1.680  0.328
H -6.605 3.962 0.212  0.450
H -4.961 5.118 -1.230  0.406
H -2.593 4.416 -1.198  0.468
H -1.866 2.580 0.259  0.784

Computed properties:
**Largest force on an atom**: 1.26 eV/Å
**ΔE to the lowest compared entry with this formula, charge and spin**: 118.7 kcal/mol
**Kohn-Sham gap**: 3.4 eV
**M**: 1123.953 g/mol
**Highest occupied orbital energy**: -11.5326 eV
**Charge**: +2
**Multiplicity**: 1

(5)
This record from OMol25 describes the molecule C4H4O2. The level of theory is the ωB97M-V functional and the def2-TZVPD basis.

Last column: Mulliken charge in e.
Geometry (Å):
C 0.156 -0.368 -0.251  0.562
C -0.821 0.673 0.481  -0.633
C 1.114 -0.209 0.721  -0.668
O -0.169 -1.610 -0.718  -0.512
C -0.544 1.003 -0.775  0.516
O -0.707 1.492 -1.866  -0.571
H -0.937 -1.540 -1.300  0.344
H -1.104 0.869 1.497  0.353
H 1.618 0.733 0.853  0.326
H 1.394 -1.044 1.359  0.282

Computed properties:
**Largest force on an atom**: 0.45 eV/Å
**ΔE to the lowest compared entry with this formula, charge and spin**: 85.8 kcal/mol
**Kohn-Sham gap**: 8.9 eV
**M**: 84.074 g/mol
**Highest occupied orbital energy**: -9.0496 eV
**Multiplicity**: 1

(6)
This record from OMol25 describes a 2-piece molecular cluster, C4H13N3 overall at a distorted geometry. The level of theory is the ωB97M-V functional and the def2-TZVPD basis.

Last column: Mulliken charge in e.
Geometry (Å):
C -0.809 -0.967 0.756  -0.464
C 0.564 -0.206 0.698  -0.664
C 1.104 -0.182 -0.721  -0.431
N 1.292 -1.538 -1.279  -0.666
N -0.594 -2.332 0.849  -0.591
C -1.381 2.365 0.030  -0.666
N 0.030 2.430 -0.260  -0.416
H -1.490 -0.610 1.544  0.447
H -1.308 -0.729 -0.217  0.240
H 0.286 0.825 0.985  0.446
H 1.187 -0.821 1.346  0.380
H 0.336 0.307 -1.322  0.239
H 2.048 0.349 -0.804  0.358
H 0.826 -2.242 -0.720  0.295
H 2.273 -1.788 -1.271  0.252
H -1.379 -2.782 1.322  0.253
H -1.678 1.357 0.288  0.135
H -1.815 3.074 0.735  0.351
H -1.871 2.477 -0.965  0.303
H 0.214 3.437 -0.186  0.197

Computed properties:
**Largest force on an atom**: 1.26 eV/Å
**ΔE to the lowest compared entry with this formula, charge and spin**: 182.3 kcal/mol
**Kohn-Sham gap**: 3.5 eV
**M**: 103.169 g/mol
**Highest occupied orbital energy**: -6.9602 eV
**Multiplicity**: 1